21
Properties=species:S:1:pos:R:3:nbo_charge:R:1 method="wB97M-V/def2-TZVPD" lumo_ev=0.29 homo_ev=-9.8 smiles="C=C.O.O.O.O.O" energy_ev=-12536.93989 e_above_lowest_kcal_mol=51.14
H 1.65 -0.03 1.01 0.464
H 2.05 1.39 1.37 0.472
O 1.50 0.64 1.64 -0.935
H 0.50 0.27 -3.32 0.491
C -1.01 2.71 2.85 -0.416
H -0.70 0.74 3.57 0.199
C -1.40 1.54 3.34 -0.355
O 2.55 -2.87 -1.87 -0.933
H 2.41 -1.91 -1.74 0.466
O 1.12 -0.17 -3.91 -0.960
H 3.37 -2.86 -2.39 0.468
H -2.38 1.36 3.78 0.174
H -2.81 -2.18 -1.07 0.472
H 1.27 0.48 -4.61 0.463
H -1.56 -0.34 -1.39 0.489
H -2.11 -2.86 0.07 0.481
O -0.76 0.09 -1.68 -0.954
H 0.07 2.57 2.68 0.188
H -0.14 -0.31 -1.08 0.467
O -2.29 -1.99 -0.28 -0.950
H -1.31 3.73 3.02 0.209

=====

40
Properties=species:S:1:pos:R:3:nbo_charge:R:1 method="wB97M-V/def2-TZVPD" lumo_ev=-0.86 homo_ev=-8.4 energy_ev=-58912.72889 e_above_lowest_kcal_mol=16.82
H -2.58 -3.41 2.92 0.230
H -0.03 -1.56 6.71 0.227
C -0.60 -1.98 5.89 -0.280
O 1.99 0.84 -0.20 -0.687
C -0.75 -1.67 2.12 0.577
N -1.43 -2.24 1.16 -0.439
C -2.03 -3.02 3.76 -0.147
O 1.98 4.57 -2.76 -0.666
C 0.64 2.06 -1.67 0.064
C -1.81 -3.41 -3.46 -0.523
Pt 0.39 -0.39 -0.14 1.021
N -0.29 1.14 -1.44 -0.313
O 0.14 -0.75 1.91 -0.749
H 2.37 3.90 -2.13 0.514
H -3.27 -4.89 -2.86 0.244
C 1.94 1.88 -0.95 0.769
C -2.32 -3.43 5.04 -0.268
C -3.01 -3.86 -2.65 -0.545
H 0.79 -0.43 3.53 0.515
N -1.38 1.50 -2.12 -0.301
C -1.53 -2.38 -1.09 -0.080
N -1.03 -1.77 -0.08 -0.340
C -0.30 -1.55 4.60 0.355
C -1.60 -2.90 6.11 -0.161
C 0.14 3.04 -2.55 -0.241
O 0.69 -0.65 4.48 -0.663
H -1.02 -4.15 -3.43 0.231
S -1.20 -1.86 -2.73 0.286
H -3.10 -4.15 5.22 0.215
S -2.59 -3.75 -0.88 0.360
H -1.92 3.11 -3.41 0.255
C 0.74 4.28 -3.12 0.782
O 0.09 4.97 -3.87 -0.583
C -1.02 -2.08 3.51 -0.181
C -1.16 2.64 -2.80 0.036
H -1.82 -3.22 7.12 0.214
H -2.22 0.95 -2.06 0.433
H -2.07 -3.21 -4.50 0.244
H -3.88 -3.22 -2.85 0.223
O 2.85 2.68 -1.12 -0.627

=====

18
Properties=species:S:1:pos:R:3:nbo_charge:R:1 method="wB97M-V/def2-TZVPD" lumo_ev=0.99 homo_ev=-8.9 energy_ev=-9359.84176 e_above_lowest_kcal_mol=105.97
H -1.01 -1.20 1.17 0.367
C 0.05 0.25 1.84 -0.240
C 0.88 -0.15 0.07 -0.117
N 0.99 -0.86 1.41 -0.620
H -0.71 0.20 2.56 0.208
H 0.68 1.02 2.25 0.186
C -0.48 0.36 0.33 0.088
H 1.57 -1.38 -1.81 0.224
H -0.11 2.13 -1.10 0.226
H 1.82 -0.64 1.95 0.362
H 1.64 0.67 -0.08 0.190
N -1.54 -0.68 0.47 -0.838
C -0.76 1.15 -1.02 -0.441
C 0.82 -0.74 -1.35 -0.218
C 0.01 0.12 -1.96 -0.176
H -1.77 1.11 -1.46 0.236
H -1.72 -1.35 -0.33 0.361
H -0.37 -0.01 -2.94 0.202

=====

96
Properties=species:S:1:pos:R:3:mulliken_charge:R:1 method="wB97M-V/def2-TZVPD" lumo_ev=0.04 total_charge=-1 homo_ev=-4.7 energy_ev=-60204.92897 e_above_lowest_kcal_mol=0.00
H -4.82 6.52 -5.65 0.315
H 8.13 0.09 1.30 0.409
H -4.22 5.58 -3.33 0.313
C -2.20 -1.26 2.46 -0.112
H -4.39 4.52 4.99 0.284
In -4.93 0.84 3.08 0.838
H -6.55 6.66 -5.16 0.297
H -4.71 7.39 -3.39 0.252
H -5.83 0.86 1.50 -0.376
C 6.13 -0.20 0.59 -0.503
C 4.96 -0.94 0.71 0.217
H -1.47 -1.82 1.82 -0.299
C 8.21 -5.66 -3.98 0.188
H -4.24 3.48 2.45 0.032
H -6.34 7.50 -0.09 0.417
C 6.63 -0.77 -3.66 -0.406
H -6.85 5.14 4.47 0.387
H -8.72 -1.47 3.79 0.289
H 1.33 -4.15 1.58 0.458
C 6.41 -1.90 -2.90 -0.507
H 6.76 -6.64 -1.08 0.490
H 5.79 -1.85 -2.01 0.550
H -6.77 -2.06 5.38 0.258
C 3.65 -2.79 1.75 0.558
C 7.79 -3.18 -4.42 0.484
H -7.73 -3.80 4.21 0.263
H -0.49 -1.77 -1.48 0.412
H -4.45 5.67 2.61 0.455
C -5.08 3.79 4.45 -0.569
C -6.54 -1.53 4.41 -0.446
C -6.17 4.66 3.71 -0.594
H -4.19 5.95 -1.21 0.318
H -6.74 3.95 3.04 0.213
C -6.34 0.05 4.63 -1.058
C -5.28 5.74 -0.99 -0.625
C 7.22 -0.48 1.40 -0.583
O 3.85 0.32 -0.94 -0.692
O 9.04 -4.54 -5.87 -0.688
H -7.57 -1.48 2.38 0.219
C 4.88 -1.97 1.64 0.372
C 1.49 -1.18 -0.89 -0.685
C 0.31 -3.05 0.05 -0.674
H -5.57 3.18 5.26 0.278
C 7.46 -5.58 -2.81 0.130
C 7.00 -3.11 -3.27 -0.032
C -5.72 6.63 0.25 -0.613
C 0.36 -1.98 -0.83 -0.382
C -3.10 -0.52 2.85 -0.199
C 7.44 -0.83 -4.79 -0.572
H -4.76 7.07 0.67 0.319
O 3.58 -3.69 2.57 -0.685
C 8.80 -6.87 -4.35 -0.566
H -5.39 4.65 -0.72 0.319
N -7.82 -3.36 3.29 -0.720
C -5.05 6.32 -3.48 -0.432
C -7.74 -1.86 3.42 -0.337
C 3.80 -0.61 -0.16 0.722
H 9.13 -8.92 -3.82 0.395
C 8.66 -7.98 -3.54 -0.446
H 6.20 0.60 -0.14 0.469
H 7.98 -1.72 2.98 0.403
C 1.38 -3.32 0.89 -0.488
H -6.84 6.90 -2.19 0.361
C -6.10 6.06 -2.33 -0.586
C -4.19 2.94 3.45 -0.816
H -7.41 6.26 1.63 0.226
H -5.61 -2.01 3.98 0.225
H -5.71 5.03 -5.23 0.310
H 9.38 -6.94 -5.26 0.459
H 7.83 -8.77 -1.72 0.395
H -6.06 0.26 5.70 0.345
C -5.60 6.11 -4.94 -1.144
H 1.52 -0.34 -1.58 0.483
C -5.56 5.80 2.78 -0.716
H -0.57 -3.69 0.08 0.456
C -6.39 5.81 1.43 -0.699
C 2.57 -1.45 -0.06 0.209
H -6.53 4.75 1.08 0.375
H -6.71 5.13 -2.54 0.277
C 7.33 -6.70 -1.99 -0.480
C 7.93 -7.90 -2.36 -0.503
H -7.36 0.50 4.42 0.260
C 5.97 -2.24 2.46 -0.737
H 5.91 -3.04 3.20 0.475
C 8.40 -4.46 -4.84 0.577
C 6.80 -4.31 -2.42 0.488
C 2.52 -2.51 0.84 0.232
H -6.99 -3.68 2.77 0.256
H 7.62 0.07 -5.38 0.385
C 8.01 -2.03 -5.17 -0.657
O 6.11 -4.25 -1.42 -0.674
H -5.67 6.80 3.31 0.323
H 8.64 -2.07 -6.06 0.467
C 7.13 -1.50 2.34 -0.476
H 6.17 0.17 -3.37 0.515
H -3.11 2.98 3.76 0.358

=====

Listing max |F| for the structures above in their given order: 0.0604 0.0328 0.0668 0.0423 Eh/bohr.